1.
46
Properties=species:S:1:pos:R:3:lowdin_spin:R:1 method="wB97M-V/def2-TZVPD" de_lowest_kcal_mol=27.7 gap_ev="7.46 / 6.74" lumo_energy_ev="-7.844 / -9.258" s2=8.857 total_charge=+2 spin_multiplicity=6
Fe 0.0000 0.0000 0.0000 3.102
P 1.9328 -0.3614 -1.2482 0.033
C 1.1300 -0.9068 -2.7739 0.534
C -0.1950 -1.5314 -2.6687 0.034
N -0.9080 -1.2354 -1.5559 0.105
C -2.1691 -1.7170 -1.4243 0.022
C -2.7469 -2.5472 -2.3878 0.104
C -1.9995 -2.8699 -3.5254 -0.002
C -0.7073 -2.3537 -3.6739 0.112
C -2.9081 -1.3197 -0.1495 0.002
P -2.2200 0.2890 0.5853 -0.013
H -0.1242 -2.5818 -4.5534 0.004
H -3.7485 -2.9309 -2.2595 0.005
H -2.4209 -3.5074 -4.2890 -0.002
H -3.9771 -1.2129 -0.3348 -0.001
H -2.7773 -2.1169 0.5825 -0.001
H 0.3642 0.9623 -4.6581 0.006
H 1.7695 -1.1765 -3.6014 0.023
H -0.6703 3.4487 -2.8767 0.000
O -0.0353 1.8683 -4.9143 0.006
H 0.2785 2.1062 -5.8361 0.000
H 0.3349 1.4620 0.2261 -0.004
O -0.8667 3.9362 -1.9833 0.003
H -1.4076 3.3093 -1.4213 0.001
C -3.2745 1.5633 -0.3167 0.000
H -4.3343 1.3548 -0.1706 -0.001
H -3.0637 2.5644 0.0613 0.000
H -3.0628 1.5405 -1.3863 0.000
C -2.9494 0.2729 2.3193 -0.002
H -2.7571 1.2245 2.8149 0.000
H -4.0263 0.1097 2.2810 -0.001
H -2.4937 -0.5243 2.9074 0.000
C 3.0597 -1.7194 -0.7643 0.021
H 3.7808 -1.9273 -1.5539 -0.002
H 3.6060 -1.4542 0.1404 0.005
H 2.4959 -2.6299 -0.5631 0.000
C 2.9493 1.1027 -1.6632 0.017
H 3.5478 1.4010 -0.8028 0.001
H 3.6256 0.8867 -2.4896 0.000
H 2.3220 1.9495 -1.9400 0.001
C 1.3509 -1.3855 2.3837 0.111
C 0.6089 -1.6169 1.1088 0.289
O 0.3192 -2.7497 0.7568 0.481
H 0.7219 -0.7731 3.0625 -0.001
H 2.2918 -0.8389 2.1713 0.001
H 1.5917 -2.3489 2.8813 0.008



2.
92
Properties=species:S:1:pos:R:3:lowdin_spin:R:1 method="wB97M-V/def2-TZVPD" de_lowest_kcal_mol=0.0 gap_ev="7.55 / 5.06" lumo_energy_ev="-12.796 / -15.481" s2=3.789 total_charge=+4 spin_multiplicity=4
Re 1.4983 -0.3414 0.4873 1.235
C 1.5336 -0.3118 -1.4269 0.084
O 1.4118 -0.1829 -2.5925 0.098
C 1.0825 1.5009 0.2959 0.110
O 0.8734 2.6162 -0.0517 0.140
P -3.4963 1.7335 -2.2055 0.000
C -4.2916 2.8462 -0.8995 0.000
H -4.8038 3.5708 -1.5355 0.000
C -1.9942 2.5741 -2.8465 0.000
H -1.3644 2.5233 -1.9337 0.000
C -3.9141 0.0520 -2.8824 0.000
H -4.2791 -0.4798 -1.9778 0.000
C 3.9712 -2.5934 0.1393 0.007
P 3.7336 -0.8220 0.7154 0.127
H 4.3724 -1.4654 2.9167 0.009
H 3.0619 -3.0933 0.5203 0.000
C 4.9676 0.4370 0.1748 0.034
H 5.9121 -0.1053 0.3480 0.006
C -1.2305 1.9346 -4.0114 0.000
H -1.8729 1.4220 -4.7371 0.000
H -0.4513 1.2545 -3.6445 0.000
H -0.7118 2.7080 -4.5945 0.000
C -2.2564 4.0362 -3.2083 0.000
H -1.3889 4.4207 -3.7625 0.000
H -2.3521 4.6907 -2.3451 0.000
H -3.1343 4.1678 -3.8554 0.000
C -5.0516 0.1517 -3.9009 0.000
H -5.9278 0.6351 -3.4426 0.000
H -5.3550 -0.8556 -4.2136 0.000
H -4.7701 0.6990 -4.8118 0.000
C -2.6502 -0.6515 -3.3788 0.001
H -2.7961 -1.7321 -3.2581 0.000
H -1.7667 -0.3601 -2.7863 0.001
H -2.4642 -0.4771 -4.4495 0.000
C -5.3229 2.1338 -0.0157 0.000
H -6.3197 2.5651 -0.1683 0.000
H -5.0977 2.3166 1.0382 0.000
H -5.3680 1.0518 -0.1858 0.000
C -3.1961 3.5037 -0.0756 0.000
H -2.7229 2.7612 0.5792 0.000
H -3.6356 4.2764 0.5632 0.000
H -2.4195 3.9892 -0.6690 0.000
C 5.1660 -3.3124 0.7657 0.002
H 5.1335 -3.2881 1.8594 0.000
H 6.1206 -2.8859 0.4376 0.000
H 5.1111 -4.3665 0.4517 0.000
C 3.9465 -2.7575 -1.3822 0.003
H 4.8288 -2.3067 -1.8594 0.000
C 3.0678 0.2727 3.2272 0.050
H 3.0458 -2.3128 -1.8247 0.002
H 3.9171 -3.8405 -1.5863 0.000
C 2.2760 -2.1054 2.7549 0.042
H 2.3736 0.1538 4.0688 0.003
H 3.9685 0.7863 3.5780 0.004
H 2.5610 0.9575 2.5217 0.022
C 3.3990 -1.0790 2.5925 0.072
H 1.8843 -2.0910 3.7782 0.001
H 2.5693 -3.1141 2.4543 0.003
H 1.3844 -1.8489 2.1304 0.016
C 5.0023 1.7405 0.9947 0.002
H 4.1120 2.3688 0.8403 0.001
H 5.8659 2.3317 0.6533 0.000
H 5.1109 1.5550 2.0678 0.000
C 4.8668 0.7914 -1.3238 0.001
H 4.7793 -0.0978 -1.9603 0.000
H 5.7770 1.3457 -1.6032 0.000
H 3.9978 1.4335 -1.5392 0.001
H 0.7166 0.1650 2.2173 0.124
H -3.0591 1.0292 -1.0475 0.000
C -1.9117 1.0723 3.8196 0.003
N -1.2842 -0.0945 3.1434 0.043
C -1.0836 -1.1993 4.1116 0.001
C -2.0276 -0.5082 1.9036 0.014
C -1.2825 -1.6155 1.2122 0.143
C -1.5722 -2.9366 1.5691 0.030
C -0.9202 -4.0168 0.9775 0.160
C -0.1529 -3.7872 -0.1659 0.046
C 0.0510 -2.4771 -0.6108 0.086
C -0.2397 -1.3778 0.2601 0.231
H -2.9186 0.7649 4.1428 0.001
H -1.9749 1.9331 3.1361 0.000
H -1.3122 1.3462 4.6994 0.001
H -0.3239 0.1900 2.8103 0.023
H -2.0613 -1.4893 4.5121 0.001
H -0.6119 -2.0395 3.6035 0.000
H -0.4241 -0.8352 4.9089 0.000
H -3.0352 -0.8395 2.2226 0.002
H -2.0956 0.3804 1.2530 0.002
H -2.3478 -3.1284 2.3228 0.001
H -1.0698 -5.0278 1.3610 0.006
H 0.2574 -4.6221 -0.7400 0.000
H 0.4064 -2.3170 -1.6318 0.005



3.
16
Properties=species:S:1:pos:R:3:lowdin_spin:R:1 method="wB97M-V/def2-TZVPD" de_lowest_kcal_mol=24.3 gap_ev="8.06 / 5.00" lumo_energy_ev="-5.317 / -8.370" s2=0.755 total_charge=+1 spin_multiplicity=2
C -1.3896 1.6178 -0.4580 0.003
C -1.3334 0.1094 -0.1808 0.048
S -1.2453 -0.7291 -1.8317 0.542
S -1.8759 -2.6687 -1.3577 0.371
H -2.1970 1.9393 -1.1439 0.001
H -0.5003 1.9328 -1.0065 0.000
H -1.4116 2.1647 0.5148 -0.001
H -2.2447 -0.2862 0.3192 0.006
H -0.4501 -0.0980 0.3811 0.013
H -1.1645 -3.2498 -2.3406 0.015
C 1.9722 -0.2577 1.2369 0.001
O 3.3291 0.0523 1.5652 0.001
H 1.8926 -0.9898 0.4029 0.000
H 1.5562 -0.7707 2.1209 0.000
H 1.3780 0.6541 0.9175 0.000
H 3.6844 0.5796 0.8608 0.000



4.
24
Properties=species:S:1:pos:R:3:lowdin_charge:R:1 method="wB97M-V/def2-TZVPD" de_lowest_kcal_mol=15.1 gap_ev="7.21 / 7.40" lumo_energy_ev="-0.365 / -0.167"
C -3.3109 0.2415 0.1466 -0.112
C -2.5648 1.3907 -0.0253 -0.067
C -2.7318 -1.0113 0.0949 -0.069
C -1.1848 1.2964 -0.2601 -0.383
C -1.3515 -1.1396 -0.1284 -0.370
C -0.6596 0.0283 -0.3086 0.053
C 2.8093 -1.3818 -0.3555 -0.405
C 2.7399 1.0624 0.9371 -0.385
N -0.3858 2.4134 -0.3714 0.084
N -0.7305 -2.3770 -0.1118 0.096
P 2.2462 0.3506 -0.6984 0.880
H -4.3742 0.3289 0.3220 0.101
H -3.0265 2.3662 0.0214 0.100
H -3.3278 -1.9047 0.2214 0.100
H 2.4129 -1.7394 0.5947 0.029
H 3.9003 -1.4009 -0.3176 0.027
H 2.4843 -2.0346 -1.1625 0.009
H 2.2376 0.5415 1.7513 0.034
H 2.4780 2.1161 0.9725 0.012
H 3.8188 0.9557 1.0530 0.027
H -0.8289 3.2526 -0.7059 0.089
H 0.5171 2.2057 -0.7744 0.004
H -1.3244 -3.1674 -0.3099 0.088
H 0.1571 -2.3933 -0.5849 0.058